Entry from the OMol25 dataset: 7 unconnected molecules or ions with the total composition C35H83FO10P in a non-equilibrium geometry (ωB97M-V with the def2-TZVPD basis set).

Results
Molecular weight (g mol⁻¹): 714.01
Largest force on an atom (eV/Å): 2.36
HOMO energy (eV): -4.26
Electronic energy (Ha): -2576.857250
LUMO level (eV): 2.17
HOMO-LUMO gap (eV): 6.430
Net charge: -1

Geometry as XYZ:
```
130
Properties=species:S:1:pos:R:3:forces:R:3
C 1.667 -5.250 -2.126 0.2 0.0 -0.4
C 1.051 -4.185 -3.059 -0.4 -0.2 0.2
C -0.474 -4.357 -3.117 0.2 0.1 0.3
C 1.385 -2.754 -2.620 0.1 -0.5 -0.1
C 2.878 -2.431 -2.432 -0.1 0.3 -0.5
C 3.797 -3.142 -3.450 0.2 0.6 0.3
C 3.097 -0.918 -2.644 0.0 -0.4 0.7
O 2.180 -0.117 -1.924 0.1 -0.3 -0.3
C 1.366 0.755 -2.698 -0.8 1.1 0.9
O 0.720 1.631 -1.824 0.5 -0.7 -0.6
P 1.720 3.051 -1.601 1.4 1.9 -0.2
O 2.015 2.985 -3.392 -0.3 -0.7 0.2
C 2.141 1.648 -3.730 0.0 0.1 -0.8
C 1.549 1.434 -5.167 0.0 0.0 0.1
C 2.450 0.612 -6.024 -0.3 -0.3 0.0
O 2.270 -0.498 -6.415 0.2 0.1 0.0
F 3.619 1.230 -6.328 0.0 0.1 0.0
H 2.115 -4.798 -1.239 -0.1 0.0 0.1
H 2.462 -5.792 -2.643 0.0 0.0 0.1
H 0.934 -5.995 -1.814 -0.1 0.1 0.1
H 1.410 -4.356 -4.075 0.2 0.1 0.0
H -0.876 -4.390 -2.100 -0.1 0.1 0.0
H -0.744 -5.293 -3.610 0.0 0.0 0.0
H -0.938 -3.519 -3.640 -0.1 -0.1 -0.1
H 0.983 -2.074 -3.376 0.0 0.0 0.0
H 0.825 -2.574 -1.698 0.1 0.2 0.0
H 3.211 -2.686 -1.424 -0.1 0.0 0.1
H 3.285 -3.313 -4.395 0.0 -0.2 0.0
H 4.638 -2.477 -3.675 0.0 -0.1 0.0
H 4.232 -4.059 -3.055 -0.2 -0.2 -0.1
H 4.097 -0.680 -2.262 0.1 0.1 -0.3
H 3.064 -0.739 -3.722 0.0 0.1 0.0
H 0.566 0.180 -3.183 0.2 -0.3 -0.2
H 2.605 4.219 -1.509 -0.2 0.0 0.1
H 0.655 3.973 -1.898 -0.4 -0.5 0.2
H 1.510 3.080 -0.172 -0.1 -0.1 0.0
H 2.946 2.281 -1.523 -0.4 -0.5 0.4
H 3.194 1.339 -3.777 0.0 0.1 0.2
H 1.381 2.422 -5.592 0.2 0.0 -0.1
H 0.596 0.907 -5.147 0.0 0.1 0.1
C -5.254 -4.072 0.921 0.0 0.1 -0.1
C -3.753 -3.847 0.836 0.1 -0.1 0.1
O -3.275 -3.612 -0.474 0.0 -0.2 -0.1
C -3.764 -2.451 -1.118 0.0 0.2 0.0
C -3.433 -1.167 -0.377 -0.1 0.0 0.1
H -5.564 -4.843 0.214 0.0 0.0 0.0
H -5.527 -4.388 1.929 0.0 0.0 0.0
H -5.816 -3.164 0.694 0.0 0.0 0.0
H -3.233 -4.744 1.173 0.0 0.0 0.0
H -3.445 -3.035 1.505 -0.1 0.0 0.0
H -4.845 -2.527 -1.288 0.0 0.0 0.0
H -3.289 -2.447 -2.100 0.0 0.0 0.0
H -3.985 -1.094 0.563 0.0 0.0 0.0
H -3.697 -0.300 -0.985 0.0 0.0 0.0
H -2.369 -1.117 -0.146 0.0 0.0 -0.1
C 5.500 -1.304 3.015 -0.1 0.1 0.0
C 6.413 -0.462 2.135 0.0 0.0 0.0
O 5.781 0.051 0.984 0.0 0.0 0.0
C 4.680 0.919 1.231 -0.2 0.1 -0.2
C 5.055 2.176 1.993 0.1 -0.1 0.2
H 5.004 -2.073 2.420 0.0 0.0 0.0
H 6.078 -1.787 3.804 0.0 0.0 0.0
H 4.727 -0.698 3.492 0.0 0.0 0.0
H 7.233 -1.080 1.765 0.0 0.0 0.0
H 6.866 0.347 2.722 0.0 0.0 0.0
H 3.877 0.379 1.746 0.0 0.0 0.0
H 4.291 1.194 0.251 0.0 -0.1 0.0
H 5.349 1.960 3.023 -0.1 0.0 0.0
H 4.202 2.854 2.027 0.0 0.0 0.0
H 5.889 2.686 1.506 0.0 0.0 -0.1
C -2.450 6.211 0.148 -0.1 0.1 -0.1
C -0.957 6.394 0.356 0.0 -0.1 0.1
O -0.261 6.766 -0.813 0.1 0.0 -0.1
C -0.613 8.002 -1.388 0.0 0.1 0.0
C -0.356 9.198 -0.483 -0.1 0.0 0.1
H -2.630 5.544 -0.696 0.0 0.0 0.0
H -2.903 5.777 1.041 0.0 0.0 0.0
H -2.961 7.154 -0.057 0.0 0.0 0.0
H -0.521 5.440 0.656 0.1 0.0 -0.1
H -0.761 7.105 1.169 0.0 0.0 0.0
H -1.659 7.993 -1.722 0.0 0.0 0.0
H 0.003 8.084 -2.283 0.0 -0.1 0.0
H -1.026 9.209 0.378 0.0 0.0 0.0
H -0.509 10.127 -1.034 0.0 0.0 0.0
H 0.669 9.176 -0.110 0.0 0.0 0.0
C -0.485 -5.140 5.564 0.1 0.1 -0.1
C -1.079 -6.106 4.552 0.0 0.0 0.1
O -1.396 -5.509 3.310 -0.1 0.0 0.0
C -0.302 -4.951 2.598 0.1 0.1 -0.1
C 0.760 -5.965 2.209 0.0 -0.1 0.1
H -1.117 -4.257 5.664 0.0 0.0 0.0
H -0.400 -5.623 6.538 0.0 0.0 0.0
H 0.512 -4.807 5.272 0.0 0.0 0.0
H -2.025 -6.496 4.932 0.0 0.0 0.0
H -0.416 -6.968 4.408 0.0 0.0 0.0
H 0.141 -4.123 3.162 0.0 0.0 0.0
H -0.736 -4.519 1.696 -0.1 0.0 0.0
H 1.297 -6.349 3.079 0.0 0.0 0.0
H 1.491 -5.503 1.546 0.0 0.0 0.0
H 0.306 -6.813 1.694 0.0 0.0 0.0
C -3.913 2.893 -1.771 -0.1 -0.1 -0.1
C -4.539 2.901 -0.388 0.2 0.0 0.0
O -5.608 3.825 -0.245 0.0 0.0 0.1
C -6.720 3.602 -1.087 -0.1 0.0 0.0
C -7.404 2.262 -0.864 0.1 -0.1 0.0
H -3.642 3.904 -2.074 0.1 0.0 0.0
H -3.013 2.277 -1.777 0.0 0.0 0.0
H -4.595 2.492 -2.525 0.0 0.0 0.0
H -3.789 3.207 0.342 -0.1 0.1 0.0
H -4.865 1.894 -0.101 0.0 0.0 0.0
H -6.436 3.716 -2.139 0.0 0.0 0.0
H -7.418 4.409 -0.860 0.0 0.0 0.0
H -6.775 1.428 -1.179 0.0 0.0 0.0
H -8.330 2.214 -1.438 0.0 0.0 0.0
H -7.638 2.126 0.193 0.0 0.0 0.0
C -0.503 2.146 3.465 0.0 -0.1 0.1
C 0.913 1.776 3.057 0.0 0.1 -0.1
O 1.685 1.215 4.112 0.1 0.1 0.1
C 1.203 -0.005 4.634 0.0 -0.1 0.0
C 1.163 -1.137 3.619 -0.1 0.1 -0.1
H -0.493 2.770 4.360 0.0 0.0 0.0
H -0.987 2.695 2.657 0.0 0.0 0.0
H -1.112 1.265 3.678 0.0 0.0 0.0
H 1.445 2.676 2.750 0.1 0.0 0.0
H 0.907 1.110 2.190 0.0 0.0 0.0
H 0.216 0.133 5.093 0.0 0.0 0.0
H 1.892 -0.265 5.440 0.0 0.0 0.0
H 0.411 -0.968 2.847 0.0 0.0 0.0
H 0.922 -2.079 4.116 0.0 0.0 0.0
H 2.130 -1.239 3.123 0.0 0.0 0.0
```
Forces are in eV/Å.